1.
A 2-piece molecular cluster, C3H2ClN overall. Source: the OMol25 dataset; level of theory: ωB97M-V with the def2-TZVPD basis set.

Geometry as ORCA input:
```
! wB97M-V def2-TZVPD RIJCOSX def2/J DEFGRID3
* xyz 0 1
C -0.627 2.072 -0.114
C -0.798 -0.500 0.350
C -0.725 0.691 0.079
N -0.582 3.216 -0.210
Cl 1.828 -1.333 -0.120
H 1.754 -2.644 -0.409
H -0.849 -1.502 0.424
*
```

The relative energy (zero: lowest compared OMol25 entry of this formula, charge and spin) comes out at 1.858 eV. For the frontier orbital gap, the calculation gives 10.954 eV. For the HOMO energy, the calculation gives -10.5964 eV. Its SMILES is C#CC#N.Cl.

Results of the Löwdin charge analysis, in e, for atoms 1 through 2: -0.24 0.05


2.
One molecule with the formula CHF3. Source: the OMol25 dataset; level of theory: ωB97M-V with the def2-TZVPD basis set.

Geometry as ORCA input:
```
! wB97M-V def2-TZVPD RIJCOSX def2/J DEFGRID3
* xyz 0 1
C -0.001 -0.002 0.062
H 0.012 -0.002 1.151
F -1.000 -0.765 -0.404
F 1.161 -0.475 -0.406
F -0.171 1.244 -0.403
*
```

The relative energy (zero: lowest compared OMol25 entry of this formula, charge and spin) comes out at 0.000 eV. For the frontier orbital gap, the calculation gives 15.000 eV. For the HOMO energy, the calculation gives -13.9180 eV. Its SMILES is FC(F)F.

Results of the Löwdin charge analysis, in e, for atoms 1 through 2: -0.48 0.16


3.
C27H33AsIrNOS2 as an isolated structure. Source: the OMol25 dataset; level of theory: ωB97M-V with the def2-TZVPD basis set.

Geometry as ORCA input:
```
! wB97M-V def2-TZVPD RIJCOSX def2/J DEFGRID3
* xyz 3 2
Ir 0.679 0.962 -0.825
C 0.324 0.117 4.586
C -1.112 -0.404 4.582
C -1.137 -1.821 5.185
C -1.996 0.535 5.423
C -1.683 -0.459 3.179
C -3.015 -0.988 3.005
C -3.655 -1.087 1.772
C -2.966 -0.641 0.670
S -3.460 -0.627 -1.000
C -1.961 0.078 -1.424
N -1.129 0.294 -0.366
C -1.643 -0.102 0.810
C -1.012 -0.023 2.070
C -1.461 0.461 -2.675
C -2.145 0.350 -3.904
C -1.527 0.782 -5.052
C -0.233 1.318 -4.990
C 0.459 1.432 -3.781
C -0.150 1.005 -2.620
H 0.705 0.109 5.606
H 0.385 1.150 4.232
H 0.988 -0.511 3.988
H -0.657 -1.803 6.163
H -0.596 -2.531 4.557
H -2.150 -2.193 5.336
H -1.604 0.586 6.438
H -3.027 0.183 5.492
H -2.004 1.546 5.011
H -3.553 -1.331 3.878
H -4.652 -1.499 1.702
H -0.008 0.375 2.142
H -3.144 -0.069 -3.943
H -2.034 0.709 -6.004
H 0.246 1.651 -5.903
H 1.462 1.844 -3.779
C -1.513 3.830 -1.664
As -0.136 3.218 -0.465
C 1.342 4.441 -0.643
C -0.827 3.484 1.315
H -1.775 4.848 -1.378
H -2.396 3.198 -1.584
H -1.145 3.822 -2.688
H 0.951 5.454 -0.541
H 1.808 4.338 -1.622
H 2.074 4.258 0.142
H -1.233 4.495 1.369
H -0.025 3.384 2.044
H -1.620 2.771 1.533
C 4.456 -1.452 -0.297
S 3.316 -0.973 -1.581
O 2.059 -0.540 -0.727
C 2.902 -2.527 -2.288
C 2.183 -3.483 -1.577
C 1.954 -4.708 -2.178
C 2.456 -4.968 -3.452
C 3.174 -4.004 -4.144
C 3.395 -2.761 -3.567
H 3.992 -2.209 0.333
H 4.730 -0.562 0.266
H 5.334 -1.858 -0.801
H 1.817 -3.276 -0.579
H 1.400 -5.472 -1.650
H 2.286 -5.935 -3.905
H 3.560 -4.215 -5.132
H 3.946 -1.996 -4.101
*
```

The relative energy (zero: lowest compared OMol25 entry of this formula, charge and spin) comes out at 0.000 eV. For the frontier orbital gap (alpha / beta), the calculation gives 6.985 / 4.546 eV. For the HOMO energy (alpha / beta), the calculation gives -16.9576 / -16.9578 eV. As for the expectation value of S²: 0.794.

Results of the Löwdin charge analysis, in e, for atoms 1 through 2: 1.13 -0.05